(1)
Here is 4 unconnected molecules or ions with the total composition C26H64N9O3S from the Open Molecules 2025 dataset. Energies are from ωB97M-V/def2-TZVPD.

Last column: Mulliken charge in e.
Cartesian coordinates (Å):
C  -1.19692  3.66437  2.31138  -1.09
C  -0.85489  4.38597  0.89389  0.15
C  -2.15995  4.97356  0.17689  -0.58
O  -1.95770  5.30960  -1.23076  -0.29
C  -0.86189  6.15327  -1.41127  0.26
N  -0.37685  7.16397  -0.51738  -0.75
N  0.72292  7.75392  -1.05830  0.53
C  1.32225  8.80967  -0.21106  -0.54
S  2.65072  9.81560  -1.00262  0.80
O  2.58825  9.87653  -2.50074  -0.55
O  2.45651  11.23145  -0.48672  -0.56
C  1.06854  7.19561  -2.31854  0.04
N  0.05410  6.21035  -2.55378  0.38
C  -0.07451  5.34844  -3.79049  -1.38
C  0.28966  3.79538  -3.48513  1.14
N  1.11267  3.72732  -2.22096  -0.73
N  -0.94542  2.99829  -3.29495  -0.65
N  1.15922  3.20422  -4.57278  -0.67
H  -1.48517  2.56774  2.16650  0.25
H  -1.98127  4.26233  2.87724  0.37
H  -0.19906  3.65649  2.88312  0.33
H  -0.07743  5.19860  1.14875  0.16
H  -0.29657  3.64825  0.20985  0.06
H  -2.96586  4.15271  0.20608  0.35
H  -2.58544  5.83913  0.79844  0.32
H  1.75016  8.31920  0.74230  0.38
H  0.51141  9.53519  0.14488  0.40
H  3.92143  9.43588  -0.52023  0.23
H  1.94416  7.52367  -2.95893  0.40
H  -1.15796  5.47110  -4.16591  0.30
H  0.58226  5.76734  -4.62954  0.39
H  1.46179  2.75446  -2.11853  0.27
H  1.91945  4.36331  -2.29520  0.21
H  -1.06321  2.77180  -2.29983  0.22
H  -1.78359  3.46647  -3.65508  0.28
H  2.12050  3.33958  -4.20705  0.30
H  1.03981  3.73311  -5.45542  0.28
C  1.08588  0.50908  0.36041  -1.61
C  0.62653  0.05606  1.74147  -0.41
N  -0.35753  -1.01750  1.71099  0.38
C  -1.00825  -1.24584  3.00053  -0.43
C  -0.13690  -1.72717  4.15857  -1.25
C  0.02696  -2.22399  0.98427  -0.89
C  1.29738  -2.94722  1.42868  -0.77
H  0.23419  0.78760  -0.26731  0.31
H  1.73485  1.38549  0.45418  0.47
H  1.65881  -0.26622  -0.15337  0.37
H  0.17697  0.92910  2.22839  0.47
H  1.50653  -0.21376  2.33868  0.30
H  -1.83863  -1.94643  2.86660  0.18
H  -1.48421  -0.30517  3.30558  0.35
H  0.13443  -2.77758  4.04994  0.25
H  -0.69388  -1.63884  5.09608  0.45
H  0.77617  -1.13798  4.26767  0.28
H  0.13858  -1.96429  -0.07412  0.42
H  -0.80522  -2.93586  0.99603  0.24
H  2.13162  -2.26371  1.60252  0.27
H  1.61051  -3.64733  0.64893  0.24
H  1.13381  -3.53382  2.33301  0.29
C  -7.93525  -3.83296  2.00230  -1.42
C  -6.58290  -3.71667  1.30984  -0.29
N  -6.36835  -2.43258  0.65253  0.19
C  -5.21692  -2.42565  -0.24683  -1.18
C  -3.83569  -2.63391  0.37039  -0.56
C  -6.50995  -1.24793  1.49180  -0.74
C  -5.61967  -1.14317  2.72987  -0.74
H  -8.75289  -3.61525  1.31045  0.33
H  -8.07442  -4.85110  2.37584  0.43
H  -8.01421  -3.15899  2.85857  0.29
H  -6.54420  -4.50776  0.55258  0.43
H  -5.79059  -3.94173  2.03505  0.22
H  -5.21200  -1.49306  -0.82045  0.36
H  -5.37326  -3.21164  -0.99561  0.42
H  -3.49287  -1.74503  0.90205  0.08
H  -3.10684  -2.83010  -0.42215  0.44
H  -3.80763  -3.48527  1.05411  0.34
H  -7.55313  -1.18439  1.81900  0.35
H  -6.36844  -0.35035  0.87967  0.32
H  -5.58116  -2.07410  3.29937  0.23
H  -6.01302  -0.37139  3.39837  0.41
H  -4.60080  -0.84996  2.47301  0.10
C  3.81430  -5.77931  0.96066  -1.36
C  4.73421  -6.42338  -0.06889  -0.38
N  4.57348  -5.88708  -1.41523  0.11
C  5.23038  -6.69215  -2.44367  -0.68
C  6.75260  -6.80467  -2.39074  -0.96
C  4.73363  -4.44418  -1.55647  -0.35
C  6.05787  -3.82816  -1.10634  -1.05
H  2.76877  -5.83728  0.64702  0.30
H  3.90607  -6.29980  1.91798  0.47
H  4.06870  -4.73090  1.13480  0.26
H  4.49301  -7.49208  -0.08680  0.46
H  5.77120  -6.34500  0.28112  0.26
H  4.93624  -6.32495  -3.43209  0.34
H  4.81580  -7.70602  -2.38892  0.41
H  7.23718  -5.88673  -2.72532  0.22
H  7.08366  -7.60136  -3.06355  0.40
H  7.11885  -7.05131  -1.39203  0.27
H  3.92648  -3.95514  -0.99961  0.03
H  4.54877  -4.15874  -2.59782  0.35
H  6.38917  -4.20676  -0.13713  0.24
H  5.94180  -2.74449  -1.00758  0.41
H  6.85132  -3.99602  -1.83499  0.29

Strongest force on any atom = 7.49 eV/Å
HOMO = -9.30 eV
Total charge = +1
HOMO-LUMO gap = 5.4 eV

(2)
Here is a molecular structure, C26H65BN3O15V from the Open Molecules 2025 dataset. Energies are from ωB97M-V/def2-TZVPD.

Last column: Mulliken spin population.
Cartesian coordinates (Å):
O  -1.37027  2.79609  3.35571  -0.16
V  -0.28588  1.66992  3.70671  1.19
C  2.01062  2.71392  4.79489  0.00
O  2.24938  3.00029  5.94732  0.01
O  1.19591  3.26850  4.07204  0.00
O  1.76517  1.51807  4.84956  -0.01
C  -1.13168  0.48120  6.02582  0.00
O  -1.21209  0.14175  4.87032  -0.02
O  -0.29354  -0.03707  6.71804  -0.01
O  -0.91285  1.64113  5.95758  -0.04
B  0.01592  0.86230  1.61917  0.03
H  0.80542  1.08955  2.31867  -0.01
H  0.23663  0.00007  1.00918  0.01
H  -0.85877  0.65783  2.21696  -0.01
H  -0.22519  1.74659  1.04984  0.01
C  -6.06142  -1.29393  -7.36487  0.00
O  -5.29380  -0.90952  -6.26941  0.00
C  -4.39782  -2.05709  -6.03533  0.00
C  -3.38337  -1.71388  -4.84081  0.00
N  -2.47033  -2.82431  -4.58652  0.00
C  -1.48777  -2.61718  -3.51927  0.00
C  -0.75119  -1.20930  -3.68061  0.00
O  -1.45531  -0.06627  -3.06359  0.00
C  -0.81183  0.52374  -1.86419  -0.01
H  -5.38403  -1.72115  -8.10427  0.00
H  -6.44983  -0.37299  -7.79974  0.00
H  -6.87706  -1.95664  -7.07564  0.00
H  -3.68222  -2.20104  -6.84484  0.00
H  -4.86033  -3.00628  -5.76475  0.00
H  -3.90316  -1.51662  -3.90326  0.00
H  -2.77704  -0.89443  -5.22678  0.00
H  -3.04030  -3.64582  -4.44379  0.00
H  -0.85464  -3.48633  -3.69768  0.00
H  -1.91862  -2.74125  -2.52576  0.00
H  -0.63112  -1.01709  -4.74679  0.00
H  0.26962  -1.27946  -3.30493  0.00
H  0.27601  0.47728  -1.81369  0.00
H  -1.18852  0.24849  -0.87908  0.01
H  -1.15268  1.54544  -2.03168  0.00
C  1.82183  -1.81892  2.92525  -0.01
O  1.23493  -2.66436  3.92691  0.00
C  1.86680  -3.95568  3.99898  0.00
C  1.34682  -4.66218  5.29906  0.00
N  1.55639  -3.77409  6.49797  0.00
C  1.12648  -4.44959  7.66188  0.00
C  1.89761  -4.02405  8.94676  0.00
O  1.93171  -5.20545  9.80671  0.00
C  2.56122  -4.98195  11.10042  0.00
H  2.79060  -1.44847  3.26045  0.00
H  1.36305  -0.83262  2.99477  0.00
H  1.84631  -2.27866  1.93725  0.00
H  2.95240  -3.86838  4.04307  0.00
H  1.53505  -4.57934  3.16887  0.00
H  1.89444  -5.60122  5.37917  0.00
H  0.26641  -4.76574  5.19851  0.00
H  2.46348  -3.33230  6.54375  0.00
H  1.27181  -5.51716  7.49672  0.00
H  0.05997  -4.35743  7.86720  0.00
H  1.48323  -3.16666  9.47711  0.00
H  2.94532  -3.80916  8.73646  0.00
H  2.90111  -5.88650  11.60476  0.00
H  1.88308  -4.48686  11.79549  0.00
H  3.47205  -4.40549  10.93858  0.00
C  3.70177  -0.66403  -5.95326  0.00
O  4.33115  0.59186  -5.75247  0.00
C  3.64730  1.83016  -6.08509  0.00
C  4.58953  2.99448  -5.51543  0.00
N  4.53712  3.07219  -4.06272  0.00
C  3.23408  3.72642  -3.74620  0.00
C  3.07367  3.94546  -2.24974  0.00
O  2.81630  2.69450  -1.67334  0.00
C  3.08580  2.69729  -0.20095  0.01
H  3.43333  -0.83906  -6.99509  0.00
H  2.84115  -0.76604  -5.29218  0.00
H  4.36198  -1.47569  -5.64760  0.00
H  2.64689  1.84681  -5.65267  0.00
H  3.57579  2.00281  -7.15895  0.00
H  4.26270  3.94173  -5.94438  0.00
H  5.60703  2.69122  -5.76204  0.00
H  4.44330  2.16287  -3.63326  0.00
H  2.43422  3.04301  -4.03127  0.00
H  3.20749  4.67862  -4.27604  0.00
H  2.20696  4.59050  -2.10542  0.00
H  3.89241  4.45612  -1.74280  0.00
H  2.41776  3.45537  0.20787  0.00
H  4.07188  2.98027  0.16738  0.00
H  2.81081  1.80772  0.36575  0.00
C  -2.10643  5.83612  -1.47980  0.00
C  -1.42887  4.58657  -2.14033  0.00
C  -0.70507  4.83042  -3.43518  0.00
O  -0.41490  4.22787  -1.16661  0.00
H  -2.70100  5.62518  -0.59093  0.00
H  -2.69437  6.41935  -2.18851  0.00
H  -1.37394  6.57125  -1.14643  0.00
H  -2.17359  3.80076  -2.26680  0.00
H  -0.19924  5.79385  -3.49871  0.00
H  -1.40812  4.74000  -4.26322  0.00
H  -0.04661  4.03082  -3.77457  0.00
H  -0.03591  3.35292  -1.27804  0.00
C  -3.57119  -1.45642  -0.13167  0.00
C  -3.76042  -0.47796  0.95155  0.00
C  -5.22332  -0.31124  1.43927  0.00
O  -2.94735  -0.83528  2.02541  0.00
H  -4.24758  -2.29230  0.04692  0.00
H  -2.51797  -1.73469  -0.09414  0.00
H  -3.74613  -1.11049  -1.15041  0.00
H  -3.40483  0.49448  0.61095  0.00
H  -5.70367  0.47625  0.85855  0.00
H  -5.26097  -0.00410  2.48442  0.00
H  -5.72782  -1.26736  1.29997  0.00
H  -2.00527  -0.70248  1.89712  0.01

Strongest force on any atom = 15.62 eV/Å
HOMO (alpha / beta) = 3.54 / 3.46 eV
Total charge = -3
HOMO-LUMO gap (alpha / beta) = 0.9 / 0.9 eV
2S+1 = 2

Q: Which value of strongest force on any atom does entry 2 give?
A: 15.62 eV/Å

Q: total charge of number 2 (C26H65BN3O15V)?
A: -3

Q: Among the records above, which one has the highest strongest force on any atom?
A: C26H65BN3O15V

Q: Number 2 is which compound?
A: C26H65BN3O15V